Entry 1:
C10H14O in the gas phase, computed with ωB97M-V/def2-TZVPD.

CARTESIAN COORDINATES (ANGSTROEM)
1 C 0.0113 0.9559 1.5313
2 C -1.1522 1.0593 0.8802
3 C 1.0660 0.0311 1.2611
4 C -1.6710 0.1575 -0.1907
5 C -1.4871 -1.3287 0.1314
6 C -0.1937 -1.9403 0.6483
7 C 1.8668 0.0365 0.1579
8 C -3.1201 0.4378 -0.6508
9 C 1.7129 1.0396 -0.9398
10 C 2.8058 -1.0949 -0.1832
11 O -0.4470 -1.9845 -0.5946
12 H 0.3712 1.5171 2.4040
13 H -1.7783 1.8434 1.2201
14 H 1.5139 -0.6850 2.0153
15 H -1.1333 0.3961 -1.0765
16 H -2.3677 -1.8024 0.2443
17 H -2.9744 1.2868 -1.3668
18 H -3.6694 0.7370 0.2138
19 H -3.4604 -0.5153 -1.2688
20 H 1.9652 2.1073 -0.4617
21 H 0.7265 0.9275 -1.5939
22 H 2.5769 0.8619 -1.6520
23 H 2.7554 -1.8026 0.7693
24 H 3.7339 -0.5942 -0.5251
25 H 2.3488 -1.6470 -0.9732

Summary:
charge: 0

Entry 2:
A molecular structure, C25H24BF3I2O13, computed with ωB97M-V/def2-TZVPD.

CARTESIAN COORDINATES (ANGSTROEM)
1 C 2.6796 -1.4584 2.1222
2 B 2.2140 -0.4949 0.9616
3 O 3.1410 0.2264 0.2453
4 C 0.6826 -0.2996 0.5771
5 C 0.0091 0.8156 1.0356
6 C -1.3190 1.0195 0.7499
7 C -1.9491 2.2729 1.3420
8 C -2.2459 2.1007 2.8401
9 O -3.4871 1.4580 3.0721
10 C -2.0240 0.1057 -0.0153
11 C -3.4524 0.3556 -0.3219
12 I -3.8026 1.8229 -1.8276
13 C -4.4544 -0.2760 0.2824
14 C -4.1658 -1.3305 1.3346
15 I -6.4838 0.1564 -0.1538
16 C -1.3589 -1.0125 -0.4673
17 C -0.0242 -1.2013 -0.1824
18 C 0.6167 -2.4427 -0.7275
19 O 1.7572 -2.4938 -1.1464
20 C -0.2902 -3.6432 -0.7601
21 C -1.5745 -3.4713 -1.0276
22 C -2.0734 -2.0753 -1.2815
23 O -2.9429 -1.8195 -2.0919
24 H 1.8638 -1.7153 2.7964
25 H 3.4764 -0.9399 2.6653
26 H 3.1238 -2.3502 1.6663
27 H 2.6553 0.9945 -0.0855
28 H 0.5337 1.5363 1.6568
29 H -1.1691 3.0384 1.2884
30 H -2.8391 2.5458 0.7803
31 H -1.4227 1.6028 3.3609
32 H -2.3381 3.1192 3.2373
33 H -3.3457 0.5870 3.4585
34 H -3.2293 -1.0397 1.8133
35 H -4.9473 -1.3758 2.0906
36 H -4.0420 -2.2946 0.8350
37 H 0.1250 -4.6221 -0.5483
38 H -2.2427 -4.3259 -1.0370
39 C 3.8687 1.4728 -2.9622
40 C 4.7128 2.5948 -3.5061
41 O 3.7998 3.2885 -4.3391
42 C 2.5555 3.0937 -3.8059
43 O 1.5995 3.7322 -4.0834
44 O 2.5672 2.0713 -2.9104
45 F 5.7353 2.1279 -4.2628
46 H 3.8449 0.6111 -3.6257
47 H 4.1880 1.1457 -1.9750
48 H 5.1061 3.2767 -2.7494
49 C -5.5046 1.5885 7.0282
50 C -4.3394 2.5091 6.7661
51 O -3.2790 1.5992 6.5270
52 C -3.8437 0.4748 6.0114
53 O -3.2403 -0.3814 5.4501
54 O -5.1808 0.4616 6.2083
55 F -4.0412 3.2602 7.8540
56 H -5.5558 1.2772 8.0726
57 H -6.4593 2.0209 6.7398
58 H -4.4621 3.1597 5.8986
59 C 4.8245 -3.0851 -5.7598
60 C 4.7001 -1.5867 -5.6505
61 O 5.9268 -1.1328 -6.1829
62 C 6.3333 -2.0746 -7.0889
63 O 7.1705 -1.9036 -7.9041
64 O 5.6363 -3.2308 -6.9269
65 F 4.6048 -1.1872 -4.3531
66 H 5.3391 -3.5177 -4.9004
67 H 3.8653 -3.5815 -5.8853
68 H 3.8737 -1.1596 -6.2219

Summary:
charge: 0

Entry 3:
2 unconnected molecules or ions with the total composition C21H35ClN4O4P, computed with ωB97M-V/def2-TZVPD.

CARTESIAN COORDINATES (ANGSTROEM)
1 C 0.0904 -2.4357 2.5989
2 C -1.4057 -2.5426 2.2298
3 C -1.6908 -2.8249 0.7339
4 C -0.7536 -2.1240 -0.2353
5 N -1.0646 -0.6795 -0.4779
6 C -0.0539 0.2041 -0.1536
7 C -0.1060 1.3186 0.6304
8 C -1.2400 2.0052 1.3642
9 C -2.1357 1.1359 2.2212
10 C -1.8307 0.8135 3.5321
11 C -2.6718 0.0555 4.3057
12 C -3.8486 -0.4263 3.7681
13 C -4.1980 -0.1325 2.4690
14 C -5.4739 -0.6088 1.8080
15 C -3.3343 0.6609 1.7318
16 N 1.2286 1.7989 0.6379
17 C 1.7442 2.9819 1.3458
18 C 2.6790 2.6165 2.5169
19 C 3.2425 3.8896 3.1971
20 Cl 1.7780 1.5732 3.6833
21 C 2.0466 1.0744 -0.1059
22 N 3.3688 1.2535 -0.3472
23 N 1.2606 0.0851 -0.6252
24 P 1.9825 -1.0547 -1.7003
25 O 2.8847 -1.9754 -1.0401
26 O 0.8808 -1.7900 -2.6232
27 O 2.8818 -0.2059 -2.7387
28 H 0.2479 -2.8826 3.5879
29 H 0.7433 -2.9891 1.9116
30 H 0.4653 -1.4048 2.6595
31 H -1.9236 -1.6219 2.4956
32 H -1.8340 -3.3428 2.8440
33 H -1.6323 -3.9111 0.5888
34 H -2.7403 -2.5524 0.5435
35 H 0.3022 -2.2451 0.0302
36 H -0.8629 -2.6326 -1.2002
37 H -1.9495 -0.3942 -0.0773
38 H -0.7706 2.7267 2.0461
39 H -1.8065 2.6146 0.6480
40 H -0.8880 1.1777 3.9361
41 H -2.4056 -0.1749 5.3330
42 H -4.5069 -1.0524 4.3680
43 H -5.2822 -0.8954 0.7648
44 H -6.2054 0.2064 1.7604
45 H -5.8927 -1.4943 2.2943
46 H -3.6192 0.9281 0.7084
47 H 0.9460 3.6010 1.7533
48 H 2.3437 3.5680 0.6356
49 H 3.5379 2.0166 2.2108
50 H 2.7355 4.0878 4.1426
51 H 4.3213 3.7994 3.3396
52 H 3.0606 4.7318 2.5147
53 H 3.9156 0.3976 -0.2815
54 H 3.7744 2.0186 0.1687
55 H 0.2445 -1.0770 -2.8355
56 H 2.2676 0.1017 -3.4311
57 C 2.4474 0.0401 -7.8882
58 C 1.3788 -0.3802 -6.9128
59 O 0.7174 0.4357 -6.3045
60 C 1.1635 -1.8585 -6.7168
61 H 2.4934 1.1266 -7.9281
62 H 3.4173 -0.3425 -7.5664
63 H 2.2133 -0.3390 -8.8839
64 H 2.0782 -2.3182 -6.3382
65 H 0.8762 -2.3279 -7.6583
66 H 0.3673 -2.0080 -5.9895

Summary:
charge: +1

Entry 4:
C10H10N2OS in the gas phase, computed with ωB97M-V/def2-TZVPD.

CARTESIAN COORDINATES (ANGSTROEM)
1 C -2.1438 -1.1969 0.3214
2 C -1.1163 0.7880 1.1530
3 C -3.3650 -0.6050 0.5947
4 C -2.3874 1.2904 1.3583
5 C -0.9668 -0.5038 0.6317
6 C 3.1422 -0.0900 -0.4645
7 C 1.0813 -0.2944 -1.4975
8 C 0.1091 0.0229 -2.3116
9 C 2.6717 0.5458 0.7291
10 C 0.3270 -1.1106 0.4368
11 N -3.4954 0.6103 1.1008
12 N 2.3528 -0.4379 -1.4257
13 O 2.3857 -2.0104 1.6935
14 S 1.5622 -0.8112 1.6585
15 H -2.1002 -2.1952 -0.0861
16 H -0.2482 1.3784 1.4086
17 H -4.2941 -1.1308 0.4123
18 H -2.5393 2.2835 1.7605
19 H 4.1593 -0.4502 -0.5315
20 H 0.3449 0.4849 -3.2581
21 H -0.9279 -0.1266 -2.0831
22 H 3.4328 0.8145 1.4484
23 H 1.9377 1.3285 0.5726
24 H 0.3400 -2.1504 0.1411

Summary:
charge: 0

How do the records compare in E_tot? In the order shown, they have -464.44230; -2865.06729; -2142.63593; -969.85125 Ha.